The following is a quantum chemistry calculation of CH5BOS in the gas phase in a non-equilibrium geometry, from OMol25.

Summary:
Energy relative to the best compared isomer or geometry (same formula, charge and spin): 21.9 kcal per mole
HOMO level: -8.7 eV
Frontier orbital gap: 9.203 eV
LUMO level: 0.460 eV
SMILES: OBCS

Geometry as ORCA input:
```
! RIJCOSX wB97M-V def2-TZVPD def2/J DEFGRID3
* xyz 0 1
O -1.452 -0.084 -0.935
B -0.542 -0.892 -0.291
C 0.575 -0.079 0.421
S 0.069 1.590 1.038
H -2.050 -0.316 -1.662
H -0.359 -2.079 -0.544
H 1.173 0.212 -0.422
H 1.238 -0.406 1.209
H 1.349 2.053 1.186
*
```

=====

The following is a quantum chemistry calculation of 2 unconnected molecules or ions with the total composition CH5BrN2 in a non-equilibrium geometry, from OMol25.

Summary:
Energy relative to the best compared isomer or geometry (same formula, charge and spin): 30.5 kcal per mole
HOMO level (spin up / spin down): -7.9 / -8.8 eV
Frontier orbital gap (spin up / spin down): 5.652 / 7.813 eV
LUMO level (spin up / spin down): -2.219 / -0.955 eV

Geometry as ORCA input:
```
! RIJCOSX wB97M-V def2-TZVPD def2/J DEFGRID3
* xyz 0 1
C 0.195 -0.941 -0.330
N -0.384 1.385 0.125
N -0.422 0.334 -0.650
Br -3.306 -0.024 -0.005
H 0.394 -1.340 -1.384
H 1.087 -0.863 0.238
H -0.396 -1.606 0.166
H -0.699 2.177 -0.351
H -0.133 1.417 1.129
*
```

=====

The following is a quantum chemistry calculation of 2 unconnected molecules or ions with the total composition CH5ClNP in a non-equilibrium geometry, from OMol25.

Summary:
Energy relative to the best compared isomer or geometry (same formula, charge and spin): 46.0 kcal per mole
HOMO level: -9.7 eV
Frontier orbital gap: 8.813 eV
LUMO level: -0.855 eV
SMILES: [H]/N=P/C.Cl

Geometry as ORCA input:
```
! RIJCOSX wB97M-V def2-TZVPD def2/J DEFGRID3
* xyz 0 1
H -0.558 -0.400 -2.350
N -0.495 -0.294 -1.314
P -0.593 1.172 -0.625
C -0.343 0.695 1.159
H -1.070 1.294 1.669
H 0.652 0.844 1.547
H -0.473 -0.519 1.195
Cl 1.943 -1.729 -0.464
H 0.936 -1.063 -0.817
*
```

=====

The following is a quantum chemistry calculation of 2 unconnected molecules or ions with the total composition CH5ClOSi in a non-equilibrium geometry, from OMol25.

Summary:
Energy relative to the best compared isomer or geometry (same formula, charge and spin): 42.7 kcal per mole
HOMO level: -11.3 eV
Frontier orbital gap: 11.207 eV
LUMO level: -0.095 eV
SMILES: O=[SiH]Cl.C

Geometry as ORCA input:
```
! RIJCOSX wB97M-V def2-TZVPD def2/J DEFGRID3
* xyz 0 1
O 0.153 1.272 -2.926
Si -0.967 0.985 -1.994
Cl -2.384 2.315 -1.618
H -1.347 -0.166 -1.086
C 0.890 -0.934 1.604
H -0.102 -0.480 1.558
H 0.919 -1.914 1.383
H 1.293 -0.513 0.701
H 1.544 -0.566 2.377
*
```

=====

The following is a quantum chemistry calculation of 2 unconnected molecules or ions with the total composition CH5FSi in a non-equilibrium geometry, from OMol25.

Summary:
Energy relative to the best compared isomer or geometry (same formula, charge and spin): 83.3 kcal per mole
HOMO level (spin up / spin down): -9.9 / -8.5 eV
Frontier orbital gap (spin up / spin down): 8.774 / 7.693 eV
LUMO level (spin up / spin down): -1.156 / -0.857 eV

Geometry as ORCA input:
```
! RIJCOSX wB97M-V def2-TZVPD def2/J DEFGRID3
* xyz 0 1
C 1.278 -0.386 0.937
F 1.144 0.600 2.012
Si -1.262 -0.002 -1.039
H 2.093 0.113 0.376
H 1.649 -1.366 1.364
H -1.584 -0.365 -2.427
H -0.828 1.469 -0.960
H -2.490 -0.063 -0.264
*
```

=====

The following is a quantum chemistry calculation of a molecular structure, CH5IN2O3 in a non-equilibrium geometry, from OMol25.

Summary:
Energy relative to the best compared isomer or geometry (same formula, charge and spin): 8.0 kcal per mole
HOMO level: -9.6 eV
Frontier orbital gap: 9.913 eV
LUMO level: 0.343 eV

Geometry as ORCA input:
```
! RIJCOSX wB97M-V def2-TZVPD def2/J DEFGRID3
* xyz 0 1
C 0.909 -0.935 0.504
N -0.103 -0.249 1.211
N -0.231 1.128 0.976
O 0.259 -1.454 -1.125
O -0.586 1.318 -1.474
O -1.037 1.505 0.000
I 2.726 -0.081 0.291
H 1.085 -1.957 1.012
H -0.924 -0.739 1.009
H 0.735 1.560 1.122
H -0.074 -0.654 -1.552
H -1.312 2.011 -1.875
*
```

=====

The following is a quantum chemistry calculation of 2 unconnected molecules or ions with the total composition CH5IN2S in a non-equilibrium geometry, from OMol25.

Summary:
Energy relative to the best compared isomer or geometry (same formula, charge and spin): 38.9 kcal per mole
HOMO level: -8.9 eV
Frontier orbital gap: 8.039 eV
LUMO level: -0.877 eV

Geometry as ORCA input:
```
! RIJCOSX wB97M-V def2-TZVPD def2/J DEFGRID3
* xyz 0 1
C -0.579 -0.417 -1.267
N 0.090 2.212 1.669
N -0.217 -0.419 -0.086
S -0.223 2.613 0.266
I -2.840 2.542 0.023
H -1.543 0.010 -1.578
H -0.041 -0.745 -2.202
H 0.525 1.202 1.823
H 0.795 -0.730 -0.034
H -0.246 3.932 0.348
*
```

=====

The following is a quantum chemistry calculation of 2 unconnected molecules or ions with the total composition CH5IOSi in a non-equilibrium geometry, from OMol25.

Summary:
Energy relative to the best compared isomer or geometry (same formula, charge and spin): 42.4 kcal per mole
HOMO level: -10.6 eV
Frontier orbital gap: 10.222 eV
LUMO level: -0.411 eV
SMILES: O=[SiH]I.C

Geometry as ORCA input:
```
! RIJCOSX wB97M-V def2-TZVPD def2/J DEFGRID3
* xyz 0 1
O 0.029 0.042 -3.133
Si 1.228 0.470 -2.322
I 3.053 -0.931 -1.501
H 1.389 1.856 -1.932
C -1.131 -0.304 1.785
H -0.596 -1.248 1.693
H -0.902 0.078 2.687
H -2.195 -0.393 1.790
H -0.876 0.431 0.934
*
```

=====

The following is a quantum chemistry calculation of a gas-phase ion, CH5N2 (charge +1), from OMol25.

Summary:
Energy relative to the best compared isomer or geometry (same formula, charge and spin): 1.2 kcal per mole
HOMO level: -16.8 eV
Frontier orbital gap: 12.561 eV
LUMO level: -4.191 eV
SMILES: NC=[NH2+]

Geometry as ORCA input:
```
! RIJCOSX wB97M-V def2-TZVPD def2/J DEFGRID3
* xyz 1 1
N -0.176 1.124 -0.291
C -0.398 -0.148 -0.107
N 0.467 -0.988 0.413
H 0.597 1.600 0.157
H -0.888 1.741 -0.669
H -1.329 -0.558 -0.473
H 0.095 -1.905 0.639
H 1.273 -0.694 0.962
*
```

=====

The following is a quantum chemistry calculation of a molecular structure, CH5N2O in a non-equilibrium geometry, from OMol25.

Summary:
Energy relative to the best compared isomer or geometry (same formula, charge and spin): 20.6 kcal per mole
HOMO level: -3.4 eV
Frontier orbital gap: 8.289 eV
LUMO level: 4.879 eV

Geometry as ORCA input:
```
! RIJCOSX wB97M-V def2-TZVPD def2/J DEFGRID3
* xyz -1 1
O 1.247 -1.012 2.126
H 1.018 -1.956 1.955
N 0.195 -0.152 -0.010
C -0.496 0.781 -0.714
N -1.266 0.699 -1.778
H 0.150 -1.089 -0.471
H 0.656 -0.526 1.170
H -0.234 1.759 -0.340
H -1.090 1.392 -2.523
*
```

=====

The following is a quantum chemistry calculation of a gas-phase ion, CH5N2O (charge -1) in a non-equilibrium geometry, from OMol25.

Summary:
Energy relative to the best compared isomer or geometry (same formula, charge and spin): 82.1 kcal per mole
HOMO level: -1.3 eV
Frontier orbital gap: 6.405 eV
LUMO level: 5.082 eV
SMILES: CN(N)[O-]

Geometry as ORCA input:
```
! RIJCOSX wB97M-V def2-TZVPD def2/J DEFGRID3
* xyz -1 1
C 0.768 0.790 0.050
N -0.503 0.181 -0.485
N -0.323 -1.261 -0.163
O -1.571 0.788 0.112
H 0.966 1.674 -0.394
H 0.790 0.755 1.164
H 1.483 0.119 -0.419
H -0.586 -1.332 0.764
H -1.023 -1.713 -0.630
*
```

=====

The following is a quantum chemistry calculation of 2 unconnected molecules or ions with the total composition CH5N2O in a non-equilibrium geometry, from OMol25.

Summary:
Energy relative to the best compared isomer or geometry (same formula, charge and spin): 118.3 kcal per mole
HOMO level: -16.5 eV
Frontier orbital gap: 11.780 eV
LUMO level: -4.680 eV

Geometry as ORCA input:
```
! RIJCOSX wB97M-V def2-TZVPD def2/J DEFGRID3
* xyz 1 1
C 0.638 -0.241 -0.397
N -0.412 -0.680 -0.585
N 1.772 0.399 -0.382
O -1.378 -1.431 -0.299
H -1.619 0.837 1.368
H -0.972 0.578 1.659
H 2.320 0.678 -1.293
H 1.985 1.009 0.420
H -2.335 -1.149 -0.489
*
```

=====

> Look up the energy relative to the best compared isomer or geometry (same formula, charge and spin) of the fifth one.

83.3 kcal per mole